A molecular structure, C10H35ClO11 at a distorted geometry. Source: the Open Molecules 2025 dataset; level of theory: ωB97M-V/def2-TZVPD.

CARTESIAN COORDINATES (ANGSTROEM)
Cl1 3.216 -16.933 17.515
O1 2.981 -16.767 16.090
O2 2.043 -16.445 18.171
O3 2.812 -22.303 17.880
O4 4.470 -16.240 17.801
O5 1.180 -23.012 14.809
O6 5.366 -20.226 17.740
O7 3.969 -21.665 15.707
O8 3.276 -18.755 15.311
O9 3.411 -18.296 17.797
O10 1.259 -18.911 19.266
O11 3.457 -20.105 16.934
C1 1.067 -19.037 16.892
C2 -0.454 -17.509 18.239
C3 4.390 -18.247 14.656
C4 5.920 -18.966 17.469
C5 4.564 -22.860 16.247
C6 3.898 -17.766 13.268
C7 5.422 -19.345 14.564
C8 0.296 -18.814 18.237
C9 1.419 -22.268 15.933
C10 2.336 -21.443 18.905
H1 1.717 -19.910 16.958
H2 3.854 -23.465 16.810
H3 2.439 -22.584 16.152
H4 4.257 -20.151 17.462
H5 1.216 -21.210 15.772
H6 -1.426 -17.583 17.753
H7 2.100 -20.466 18.483
H8 0.060 -16.611 17.898
H9 4.726 -17.294 12.738
H10 6.907 -19.049 17.013
H11 0.898 -22.638 16.817
H12 5.950 -20.596 18.405
H13 4.904 -17.457 15.202
H14 3.129 -21.007 16.953
H15 5.326 -18.413 16.741
H16 1.755 -18.089 19.252
H17 0.259 -22.897 14.562
H18 3.569 -19.637 16.104
H19 -0.433 -19.618 18.342
H20 0.410 -19.152 16.030
H21 5.303 -22.502 16.963
H22 5.873 -18.317 18.343
H23 3.117 -21.434 19.665
H24 3.370 -18.553 12.730
H25 2.872 -17.957 15.662
H26 6.317 -18.984 14.057
H27 5.028 -23.426 15.439
H28 5.114 -20.228 14.005
H29 1.405 -21.699 19.411
H30 -0.670 -17.303 19.287
H31 3.424 -21.935 14.964
H32 3.252 -16.893 13.363
H33 5.775 -19.630 15.556
H34 2.571 -23.199 18.127
H35 1.694 -18.176 16.659

Results
Relative energy (zero: lowest compared OMol25 entry of this formula, charge and spin) = 159.2 kcal/mol
Spin multiplicity = 1
Largest force on an atom = 6.65 eV Å⁻¹
Lowest unoccupied orbital energy = 0.002 Ha
E_HOMO = -9.36 eV
Orbital gap = 0.3456 Ha

---

A molecular structure, C13H14BeN2 at a distorted geometry. Source: the Open Molecules 2025 dataset; level of theory: ωB97M-V/def2-TZVPD.

CARTESIAN COORDINATES (ANGSTROEM)
N1 0.108 -0.882 0.581
N2 0.853 -1.002 1.667
C1 -1.239 -2.623 -2.295
C2 0.574 1.373 1.462
C3 -0.776 -1.590 -1.489
C4 -1.017 -3.959 -1.945
C5 1.772 2.884 2.902
C6 1.968 0.491 3.271
C7 -0.242 -4.264 -0.820
C8 -0.079 -1.915 -0.300
C9 2.263 1.806 3.664
C10 -2.196 2.765 -2.230
C11 0.279 -3.252 -0.008
C12 0.932 2.652 1.778
C13 1.138 0.289 2.135
Be1 -0.529 0.578 0.522
H1 -0.035 -5.301 -0.575
H2 2.848 2.005 4.572
H3 0.532 3.475 1.184
H4 2.365 -0.381 3.803
H5 -1.237 3.161 -3.784
H6 -1.797 -2.373 -3.189
H7 -1.867 1.872 -2.787
H8 -0.952 -0.531 -1.725
H9 0.914 -3.471 0.853
H10 -1.455 -4.762 -2.537
H11 -1.443 3.521 -1.924
H12 -0.815 3.023 -4.512
H13 2.045 3.914 3.167
H14 -2.912 2.498 -1.441

Results
Relative energy (zero: lowest compared OMol25 entry of this formula, charge and spin) = 5.5 kcal/mol
Spin multiplicity = 1
Largest force on an atom = 3.75 eV Å⁻¹
Lowest unoccupied orbital energy (alpha / beta) = -0.041 / -0.059 Ha
E_HOMO (alpha / beta) = -7.98 / -6.90 eV
Orbital gap (alpha / beta) = 0.2519 / 0.1945 Ha

---

A gas-phase ion, C5H14N3 (charge +1) at a distorted geometry. Source: the Open Molecules 2025 dataset; level of theory: ωB97M-V/def2-TZVPD.

CARTESIAN COORDINATES (ANGSTROEM)
N1 0.236 0.990 0.659
N2 0.539 0.673 -0.697
N3 0.190 -1.301 1.538
C1 -0.519 -0.296 1.115
C2 -0.324 1.225 -1.689
C3 -1.053 0.168 -2.430
C4 -0.306 -2.706 1.285
C5 1.524 1.268 1.411
H1 1.356 1.217 2.544
H2 2.100 2.009 0.936
H3 0.933 -0.985 2.138
H4 -1.991 -0.279 -1.783
H5 -1.093 -3.149 1.904
H6 -1.506 -0.267 0.781
H7 0.617 -3.414 1.412
H8 -0.466 1.904 0.645
H9 -0.457 -0.668 -2.642
H10 -0.813 -2.612 0.280
H11 2.244 0.510 1.142
H12 0.404 1.841 -2.339
H13 -0.922 2.099 -1.258
H14 -1.500 0.595 -3.373

Results
Charge = +1
Relative energy (zero: lowest compared OMol25 entry of this formula, charge and spin) = 159.3 kcal/mol
Spin multiplicity = 1
Largest force on an atom = 4.47 eV Å⁻¹
Lowest unoccupied orbital energy = -0.173 Ha
E_HOMO = -12.13 eV
Orbital gap = 0.2728 Ha

---

2 unconnected molecules or ions with the total composition C3H8ClN2 at a distorted geometry. Source: the Open Molecules 2025 dataset; level of theory: ωB97M-V/def2-TZVPD.

CARTESIAN COORDINATES (ANGSTROEM)
Cl1 -0.336 0.473 2.061
N1 0.628 -0.371 -0.297
N2 0.505 -0.842 -1.429
C1 1.714 -0.912 0.452
C2 -1.777 0.559 -0.114
C3 -0.303 0.562 0.403
H1 -0.291 -0.407 -2.060
H2 0.448 2.003 -0.230
H3 1.212 -1.485 1.191
H4 2.324 -0.247 0.887
H5 -2.326 -0.051 0.677
H6 2.173 -1.322 -0.388
H7 -2.051 1.592 -0.002
H8 -1.920 0.448 -1.155

Results
Charge = +1
Relative energy (zero: lowest compared OMol25 entry of this formula, charge and spin) = 131.9 kcal/mol
Spin multiplicity = 1
Largest force on an atom = 5.62 eV Å⁻¹
Lowest unoccupied orbital energy = -0.230 Ha
E_HOMO = -15.20 eV
Orbital gap = 0.3289 Ha

---

6 unconnected molecules or ions with the total composition C19H53N4O6 at a distorted geometry. Source: the Open Molecules 2025 dataset; level of theory: ωB97M-V/def2-TZVPD.

CARTESIAN COORDINATES (ANGSTROEM)
O1 -0.061 -1.225 1.596
O2 -2.322 -3.591 -2.168
O3 3.597 0.815 -3.733
O4 -3.016 4.844 -1.048
O5 -3.578 -1.820 0.404
O6 5.361 -1.074 1.325
N1 0.202 3.442 0.149
N2 2.616 -1.420 3.818
N3 0.421 -2.948 -1.398
N4 -2.472 -2.164 3.069
C1 -3.655 -1.314 2.828
C2 -4.088 -1.444 -0.854
C3 2.625 2.005 -1.869
C4 4.926 -0.854 4.514
C5 -0.681 4.320 -0.585
C6 -0.203 4.557 -2.048
C7 -0.264 -2.278 -2.543
C8 3.449 0.813 -2.348
C9 -4.351 4.343 -1.031
C10 0.864 -1.666 -3.382
C11 -3.343 -4.341 -2.832
C12 0.636 -0.176 1.070
C13 5.022 0.315 1.017
C14 -3.612 -0.715 1.355
C15 4.412 -1.629 2.145
C16 3.895 -0.869 3.411
C17 -2.132 3.828 -0.529
C18 -3.680 -0.125 3.765
C19 -1.298 -3.245 -3.145
H1 5.178 -1.743 5.091
H2 -3.756 -5.008 -2.075
H3 -2.917 -5.008 -3.581
H4 2.920 2.990 -2.230
H5 -1.678 -1.611 2.781
H6 -0.098 3.661 -2.659
H7 -4.590 -1.861 2.947
H8 5.894 -0.594 4.087
H9 -4.556 -0.173 1.292
H10 4.662 -0.157 5.310
H11 -0.750 -1.399 -2.121
H12 1.497 -2.402 -3.878
H13 -2.739 -0.083 1.191
H14 0.130 2.577 -0.368
H15 1.132 -3.384 -1.967
H16 4.391 1.163 -1.926
H17 -0.779 -4.116 -3.546
H18 1.932 -1.329 3.081
H19 0.849 -0.433 0.032
H20 -3.696 -0.381 4.824
H21 0.409 -1.081 -4.181
H22 -4.909 5.205 -1.398
H23 0.812 4.954 -2.054
H24 2.566 2.216 -0.801
H25 1.550 0.109 1.592
H26 -2.434 3.596 0.492
H27 -0.706 5.239 0.002
H28 -3.233 -1.060 -1.411
H29 1.440 -0.967 -2.776
H30 3.604 -2.086 1.574
H31 3.165 -0.098 -1.821
H32 1.611 1.834 -2.230
H33 -4.779 4.014 -0.084
H34 -2.878 0.589 3.576
H35 0.084 0.758 0.969
H36 -0.845 5.288 -2.539
H37 -2.300 -2.108 4.063
H38 3.984 0.449 0.713
H39 3.801 0.182 3.137
H40 2.753 -2.413 3.940
H41 -4.826 -0.643 -0.896
H42 -1.849 -2.726 -3.929
H43 5.576 0.695 0.159
H44 4.404 0.370 -4.001
H45 -4.419 3.619 -1.843
H46 -0.280 3.313 1.027
H47 0.927 -2.158 -1.024
H48 -4.551 -2.294 -1.354
H49 -4.586 0.481 3.746
H50 -4.161 -3.729 -3.211
H51 4.853 -2.527 2.578
H52 5.243 0.942 1.881
H53 -2.324 2.943 -1.136

Results
Charge = -1
Relative energy (zero: lowest compared OMol25 entry of this formula, charge and spin) = 0.0 kcal/mol
Spin multiplicity = 1
Largest force on an atom = 3.64 eV Å⁻¹
Lowest unoccupied orbital energy = 0.095 Ha
E_HOMO = -3.07 eV
Orbital gap = 0.2079 Ha

---

A molecular structure, C33H34Br4N6O4Sn at a distorted geometry. Source: the Open Molecules 2025 dataset; level of theory: ωB97M-V/def2-TZVPD.

CARTESIAN COORDINATES (ANGSTROEM)
Sn1 -0.128 0.399 -0.486
Br1 1.293 1.913 6.447
Br2 -2.037 2.274 6.294
Br3 -3.420 2.539 3.034
Br4 2.796 0.446 3.963
O1 2.068 1.889 -1.674
O2 0.967 0.478 1.431
O3 -1.674 0.726 1.275
O4 0.685 3.058 0.240
N1 0.771 -3.211 0.996
N2 0.425 -2.677 -0.152
N3 2.778 -2.060 0.481
N4 -0.070 -1.834 -2.740
N5 -4.129 0.658 -0.533
N6 4.558 -2.378 1.990
C1 -0.230 3.882 0.980
C2 -0.385 -4.249 -3.212
C3 -5.210 1.683 -0.759
C4 4.367 -3.317 4.213
C5 -3.322 0.404 -1.851
C6 -1.728 1.740 3.487
C7 4.036 -1.895 0.864
C8 1.997 -2.762 1.317
C9 -1.117 3.672 -3.588
C10 2.224 -4.367 4.762
C11 -1.042 1.887 4.716
C12 -0.555 2.885 -2.552
C13 -0.050 -2.693 -4.964
C14 1.030 0.947 3.789
C15 2.778 2.508 -0.580
C16 -3.049 2.241 -3.437
C17 1.703 -3.976 3.520
C18 -2.521 1.545 -2.360
C19 -1.276 1.893 -1.884
C20 3.595 -4.099 5.076
C21 1.943 3.665 -0.218
C22 2.462 -3.171 2.651
C23 -4.669 -0.677 0.018
C24 -0.335 -3.970 -4.579
C25 -0.283 -3.119 -2.339
C26 -1.121 1.123 2.413
C27 -0.394 -3.349 -0.907
C28 -2.388 3.283 -4.040
C29 0.330 1.584 4.855
C30 0.332 0.784 2.551
C31 3.762 -2.889 3.003
C32 2.940 1.121 -2.573
C33 0.040 -1.666 -4.033
H1 -5.319 -0.467 0.833
H2 -5.652 2.089 0.189
H3 -1.014 -4.159 -0.501
H4 1.631 4.314 -1.089
H5 3.816 2.798 -0.891
H6 -2.805 3.848 -4.887
H7 -0.384 4.882 0.470
H8 -6.070 1.361 -1.396
H9 -3.405 1.029 0.146
H10 -0.352 -4.771 -5.300
H11 2.475 4.258 0.532
H12 3.664 0.565 -1.941
H13 -3.836 -1.286 0.327
H14 0.702 -4.251 3.173
H15 5.464 -3.096 4.385
H16 3.389 1.814 -3.296
H17 -4.733 2.530 -1.262
H18 0.543 2.896 -2.372
H19 3.916 -4.429 6.060
H20 4.625 -1.267 0.195
H21 2.939 1.772 0.254
H22 0.222 -0.646 -4.373
H23 1.674 -4.931 5.457
H24 -0.021 3.990 2.097
H25 -2.728 -0.456 -1.543
H26 -4.017 1.903 -3.828
H27 0.224 -2.538 -6.038
H28 -0.481 -5.299 -2.828
H29 2.309 0.331 -3.002
H30 5.575 -2.449 2.099
H31 -5.222 -1.159 -0.796
H32 -4.149 0.164 -2.514
H33 -0.539 4.417 -4.133
H34 -1.187 3.375 0.870

Results
Relative energy (zero: lowest compared OMol25 entry of this formula, charge and spin) = 9.0 kcal/mol
Spin multiplicity = 1
Largest force on an atom = 3.32 eV Å⁻¹
Lowest unoccupied orbital energy = -0.003 Ha
E_HOMO = -5.99 eV
Orbital gap = 0.2175 Ha